# 1
This record from the Open Molecules 2025 dataset describes one molecule with the formula C4H6N2 at a distorted geometry. The level of theory is the ωB97M-V functional and the def2-TZVPD basis.

Values from the calculation:
SMILES	Nc1cc[nH]c1
frontier orbital gap	9.0955	eV
calculated total energy	-265.4718	Ha
lowest unoccupied orbital energy	0.043	Ha

The geometry in ORCA input format:
```
! wB97M-V def2-TZVPD RIJCOSX def2/J DEFGRID3
* xyz 0 1
N -1.91757 0.49684 -0.18971
C -0.57479 0.04658 -0.01763
C 0.11356 -1.18202 0.16997
C 1.44879 -0.85680 0.13557
N 1.57397 0.51464 -0.05271
C 0.29085 1.06866 -0.16288
H -2.40709 0.86763 0.60524
H -2.52461 -0.15117 -0.62911
H -0.32146 -2.16277 0.29929
H 2.31895 -1.50372 0.24080
H 2.47255 0.96488 -0.12095
H -0.47314 1.89725 -0.27788
*
```

---

# 2
This record from the Open Molecules 2025 dataset describes C26H46ClMoO2P as an isolated structure at a distorted geometry. The level of theory is the ωB97M-V functional and the def2-TZVPD basis.

Values from the calculation:
frontier orbital gap (spin up / spin down)	6.1748 / 5.6315	eV
calculated total energy	-2038.2085	Ha
lowest unoccupied orbital energy (spin up / spin down)	-0.047 / -0.067	Ha

The geometry in ORCA input format:
```
! wB97M-V def2-TZVPD RIJCOSX def2/J DEFGRID3
* xyz 0 3
Mo 0.55427 2.16112 1.36930
P -0.45007 0.11345 0.24316
Cl -0.87357 2.31672 3.18138
C 2.58681 -1.89523 1.26423
H 1.83853 -2.65687 1.28315
H 2.50447 -1.02668 1.97962
C -1.49561 1.66852 0.01910
C -1.51389 -1.17371 1.22221
C -2.55689 1.61602 -1.07512
H -2.02823 1.75894 0.97928
C -3.42108 2.88822 -1.02615
H -2.05274 1.51055 -2.03850
H -3.18206 0.71911 -0.97149
C -2.63551 4.18378 -1.09102
H -4.14465 2.83505 -1.84218
H -3.99010 2.83996 -0.09451
C -1.46162 4.20947 -0.11176
H -2.22800 4.30294 -2.09725
H -3.29614 5.03328 -0.90176
C -0.59344 2.92134 -0.24131
H -0.83447 5.09748 -0.29588
H -1.83334 4.26116 0.91943
H -0.20952 2.85989 -1.27064
H 0.35671 3.44253 0.42545
C -0.32500 -0.79071 -1.48751
C -1.04316 -2.62346 1.04395
H -1.28494 -0.84159 2.25208
C -1.73890 -3.58881 2.01611
H -1.26341 -2.97049 0.02740
H 0.04160 -2.69528 1.16504
C -3.26972 -3.50785 1.96179
H -1.43038 -4.62045 1.80860
H -1.40810 -3.36373 3.03806
C -3.77936 -2.05888 1.98803
H -3.63825 -4.00825 1.05385
H -3.70475 -4.06165 2.80616
C -3.03810 -1.11170 1.02613
H -4.85387 -2.04641 1.76713
H -3.67341 -1.66487 3.00720
H -3.29877 -1.40030 -0.00314
H -3.41703 -0.09060 1.16949
C 0.31461 0.10239 -2.54933
H 0.37947 -1.60007 -1.21563
C 0.68000 -0.68470 -3.82315
H -0.38932 0.90530 -2.81453
H 1.22358 0.58344 -2.17376
C -0.49948 -1.45260 -4.42462
H 1.08295 0.00976 -4.56724
H 1.48417 -1.39571 -3.58811
C -1.26609 -2.25191 -3.36270
H -1.18392 -0.74987 -4.92099
H -0.13725 -2.13297 -5.20607
C -1.58267 -1.44579 -2.08858
H -2.19932 -2.62795 -3.79966
H -0.67686 -3.14055 -3.09521
H -2.30698 -0.66124 -2.35125
H -2.08609 -2.11079 -1.37789
C 2.05322 1.47962 0.33559
C 3.48123 -1.74498 0.27401
H 2.02341 0.82447 -0.50058
C 4.87501 -1.31925 0.53434
H 3.06041 -1.44070 -0.72882
C 5.12435 -0.04407 1.34080
H 5.29711 -2.14386 1.13785
H 5.43496 -1.17719 -0.41054
C 4.89429 1.32417 0.61582
H 4.56542 -0.00920 2.26629
H 6.19676 -0.09304 1.65600
C 3.46845 1.94712 0.53830
H 5.58114 2.06390 1.10565
H 5.35573 1.20286 -0.37156
H 3.46035 2.55635 1.45004
H 3.58054 2.49412 -0.42825
O 2.59319 -0.19694 4.78152
C 2.68912 1.03207 4.52699
O 2.58103 1.63301 3.41511
H 2.93313 1.72275 5.35106
*
```

---

# 3
This record from the Open Molecules 2025 dataset describes a 10-piece molecular cluster, C24H62O23 overall at a distorted geometry. The level of theory is the ωB97M-V functional and the def2-TZVPD basis.

Values from the calculation:
SMILES	CC(=O)OC[C@@H]1COC(=O)O1.OCCO.OCCO.OCCO.OCCO.OCCO.OCCO.OCCO.OCCO.OCCO
frontier orbital gap	9.8013	eV
calculated total energy	-2682.0410	Ha
lowest unoccupied orbital energy	0.010	Ha

The geometry in ORCA input format:
```
! wB97M-V def2-TZVPD RIJCOSX def2/J DEFGRID3
* xyz 0 1
C 0.55528 1.30020 -1.10455
C 1.58038 2.14426 -0.40050
O 2.68977 1.75476 -0.23081
O 1.12160 3.31213 0.04118
C 2.11268 4.32930 0.17710
C 2.32406 4.67952 1.67395
C 3.59010 4.02025 2.20975
O 3.20894 3.46806 3.46122
C 1.88541 3.29952 3.45221
O 1.27285 2.63356 4.17277
O 1.32724 4.03072 2.47195
H 0.44737 0.41291 -0.49497
H 0.85483 1.06171 -2.11370
H -0.39886 1.81447 -1.05600
H 1.69824 5.21101 -0.30523
H 3.03728 4.09701 -0.33728
H 2.17950 5.73543 1.87143
H 3.73795 3.14976 1.56558
H 4.46480 4.64601 2.18024
O 1.94306 0.06043 5.84893
C 3.30131 -0.35287 5.72005
C 4.18624 0.50788 6.59746
O 3.76702 0.42595 7.95239
H 1.86406 0.92552 5.42700
H 3.34314 -1.39183 6.04650
H 3.61059 -0.29478 4.67113
H 5.22615 0.18313 6.54310
H 4.12342 1.55681 6.27872
H 2.80147 0.38660 7.92725
O -2.88067 -3.37280 0.08216
C -3.18752 -1.98380 0.11334
C -1.90243 -1.18272 0.13352
O -1.10742 -1.50889 -1.00325
H -2.50610 -3.61194 0.94519
H -3.75465 -1.76819 -0.79371
H -3.80897 -1.75359 0.98461
H -2.10536 -0.11078 0.11366
H -1.32412 -1.41896 1.03412
H -1.22710 -2.45953 -1.14162
O 5.21899 7.55325 6.30493
C 5.99077 6.40841 5.93456
C 5.15803 5.48573 5.07109
O 4.69901 6.17843 3.91413
H 4.54301 7.26432 6.92807
H 6.84633 6.78160 5.37322
H 6.34876 5.89438 6.83123
H 5.73945 4.62351 4.74392
H 4.28320 5.13064 5.62907
H 4.49464 7.07762 4.20471
O 3.64444 1.35734 -3.41147
C 4.18483 0.21849 -4.08329
C 3.13927 -0.87461 -4.17383
O 1.98584 -0.40698 -4.85837
H 3.52730 1.11895 -2.48333
H 4.46945 0.55202 -5.08055
H 5.07699 -0.13285 -3.55552
H 3.52541 -1.73887 -4.71529
H 2.83860 -1.19129 -3.16584
H 1.86296 0.51136 -4.58433
O 0.82433 -6.12755 3.08425
C 0.36231 -6.37873 1.74874
C -1.01189 -5.77638 1.56968
O -0.97160 -4.37604 1.84403
H 0.29586 -6.66606 3.68310
H 1.07640 -5.89745 1.07980
H 0.35154 -7.45002 1.55310
H -1.37370 -5.91261 0.54965
H -1.72275 -6.24115 2.26468
H -0.35599 -4.26459 2.58182
O -2.09097 -0.50106 -3.88658
C -1.66499 -1.63446 -4.63707
C -2.80441 -2.62386 -4.77093
O -3.92486 -2.01419 -5.39641
H -2.20884 -0.78939 -2.97241
H -1.36787 -1.26406 -5.61722
H -0.79701 -2.09402 -4.15237
H -2.50625 -3.48304 -5.37355
H -3.11334 -2.97709 -3.77681
H -3.95908 -1.10440 -5.06353
O -0.70910 -8.84405 0.46207
C -0.61103 -8.81331 -0.96790
C -1.93669 -9.20405 -1.58636
O -2.96838 -8.33342 -1.14736
H -0.78605 -9.76744 0.72945
H -0.35541 -7.78887 -1.23766
H 0.19073 -9.48014 -1.29708
H -1.88775 -9.14933 -2.67369
H -2.20141 -10.22896 -1.29360
H -2.78533 -8.13926 -0.21927
O -8.22893 1.84686 -5.43361
C -7.94948 0.74996 -4.55872
C -6.82941 -0.09417 -5.12856
O -5.66792 0.70369 -5.32153
H -8.63945 1.49082 -6.22919
H -7.64840 1.18420 -3.60632
H -8.85616 0.15551 -4.41036
H -6.57398 -0.91467 -4.45820
H -7.12209 -0.50936 -6.10150
H -5.98515 1.56540 -5.62123
O -1.95089 4.03816 -0.68687
C -2.28714 5.07058 -1.61359
C -2.25864 6.40700 -0.90423
O -0.97717 6.62008 -0.32673
H -2.68186 3.94293 -0.06619
H -1.52872 5.04185 -2.39493
H -3.26657 4.87444 -2.06020
H -2.46480 7.22352 -1.59642
H -3.00590 6.42555 -0.09998
H -0.69264 5.75497 -0.00020
*
```

---

# 4
This record from the Open Molecules 2025 dataset describes a 10-piece molecular cluster, C36H60O30 overall at a distorted geometry. The level of theory is the ωB97M-V functional and the def2-TZVPD basis.

Values from the calculation:
SMILES	C[C@H]1COC(=O)O1.C[C@H]1COC(=O)O1.C[C@H]1COC(=O)O1.C[C@H]1COC(=O)O1.CCOC(=O)OC.CCOC(=O)OC.COC(=O)OC.COC(=O)OC.O=C1OCCO1.O=C1OCCO1
frontier orbital gap	9.4847	eV
calculated total energy	-3664.9891	Ha
lowest unoccupied orbital energy	-0.016	Ha

The geometry in ORCA input format:
```
! wB97M-V def2-TZVPD RIJCOSX def2/J DEFGRID3
* xyz 0 1
C 0.85039 -2.35901 -0.47983
C -0.10423 -1.16340 -0.34902
C -1.37384 -1.52652 0.33887
O -1.37618 -0.62432 1.45062
C -0.27181 0.15219 1.48069
O 0.05065 0.90696 2.35823
O 0.52776 -0.17547 0.46380
H 0.52427 -2.92526 -1.35593
H 0.96031 -2.95585 0.41954
H 1.81895 -1.97471 -0.80537
H -0.27823 -0.72375 -1.32920
H -1.38274 -2.60316 0.51721
H -2.21192 -1.31217 -0.32779
C -6.03671 -2.17707 -3.35838
C -4.88997 -2.44815 -2.37907
C -4.53250 -3.91912 -2.24587
O -3.09842 -3.91003 -2.34550
C -2.66586 -2.74179 -2.84734
O -1.55510 -2.37675 -3.00094
O -3.75420 -1.87350 -2.95661
H -5.89057 -2.83341 -4.21439
H -5.98228 -1.14055 -3.69301
H -7.03504 -2.25314 -2.92502
H -5.09502 -2.07366 -1.36919
H -5.00458 -4.55297 -2.99756
H -4.89657 -4.30040 -1.29298
C -5.00623 -0.19100 2.48695
C -5.08790 1.04201 3.34924
C -5.82134 0.90181 4.68513
O -5.10865 1.79277 5.54426
C -3.81777 1.84141 5.06638
O -2.89962 2.34157 5.62417
O -3.77449 1.36946 3.81739
H -4.06408 -0.26584 1.94781
H -5.71702 -0.04232 1.66156
H -5.38545 -1.09489 2.95914
H -5.42376 1.96040 2.85801
H -5.93315 -0.12691 5.02628
H -6.81799 1.31032 4.50724
C -2.12382 3.09302 1.20618
C -2.06249 4.27281 2.16458
C -1.29332 4.11127 3.54261
O -0.27397 5.09071 3.45910
C -0.34866 5.78734 2.33490
O 0.25702 6.79016 2.09270
O -1.22716 5.23542 1.50501
H -2.56220 2.18104 1.62477
H -1.16187 2.79221 0.80136
H -2.84150 3.27642 0.40256
H -3.05792 4.59653 2.46956
H -0.87811 3.12690 3.74688
H -1.95796 4.41612 4.34863
C 3.46109 -6.65845 1.91855
C 2.15729 -7.06747 2.63862
O 1.16391 -7.36511 1.68927
C 0.50677 -6.35073 1.09329
O 0.71239 -5.18521 1.28408
O -0.28817 -6.91433 0.20743
C -1.26949 -6.06977 -0.38743
H 3.68821 -7.52579 1.29502
H 4.34999 -6.54427 2.54314
H 3.39679 -5.72631 1.36110
H 1.91975 -6.26926 3.34936
H 2.35337 -7.89132 3.32098
H -0.80040 -5.24800 -0.92861
H -1.88045 -5.62978 0.40421
H -1.94549 -6.59443 -1.05419
C 8.10301 2.55565 -1.66918
C 6.74160 3.25702 -1.68294
O 5.68792 2.36373 -1.40617
C 5.12203 1.71173 -2.41500
O 5.01317 2.10159 -3.54101
O 4.48931 0.59918 -2.04466
C 4.30720 0.27389 -0.67562
H 8.64005 2.66697 -0.72317
H 8.83563 2.94178 -2.38119
H 8.05683 1.47869 -1.83863
H 6.60179 3.76464 -2.63751
H 6.72802 3.98359 -0.87431
H 5.23046 0.06284 -0.13848
H 3.68656 -0.61218 -0.54382
H 3.75654 1.05200 -0.14643
C 1.99278 3.11819 1.13231
O 2.92471 4.04773 1.65830
C 3.14957 5.10981 0.88846
O 2.40121 5.49567 0.04597
O 4.34532 5.59977 1.19755
C 4.78786 6.70124 0.42009
H 0.97027 3.49317 1.20433
H 1.98563 2.14208 1.60727
H 2.15380 2.95746 0.06407
H 4.97075 6.35799 -0.59808
H 5.68381 7.08238 0.90233
H 4.08053 7.52887 0.34948
C -0.96659 0.27966 -5.90462
O 0.33596 0.70665 -6.25446
C 1.45820 0.48276 -5.57738
O 2.49408 0.94985 -5.91499
O 1.21562 -0.36841 -4.58328
C 2.10933 -0.47725 -3.47542
H -1.23345 0.75595 -4.95616
H -0.95796 -0.80243 -5.76420
H -1.62543 0.64283 -6.68762
H 2.40245 0.54866 -3.26481
H 2.96522 -1.08416 -3.77499
H 1.63334 -0.95539 -2.62711
O 4.97325 -1.30317 2.22814
C 4.01626 -1.87417 2.68302
O 4.00805 -2.58390 3.82728
C 2.74360 -3.24699 3.95584
C 1.85734 -2.32441 3.12100
O 2.80558 -1.79761 2.17349
H 2.78472 -4.28181 3.61492
H 2.43128 -3.18545 4.99606
H 1.44567 -1.56652 3.78628
H 1.13095 -2.80865 2.47223
O -1.45763 1.28882 -1.78103
C -2.52577 1.67832 -2.11782
O -2.79597 2.35466 -3.22996
C -4.16058 2.72810 -3.26573
C -4.79316 2.01614 -2.07919
O -3.65224 1.51608 -1.34583
H -4.12401 3.81267 -3.13734
H -4.63411 2.47109 -4.21146
H -5.45640 1.20264 -2.36897
H -5.30663 2.70646 -1.41300
*
```

---

# 5
This record from the Open Molecules 2025 dataset describes one molecule with the formula C18H23NO4S. The level of theory is the ωB97M-V functional and the def2-TZVPD basis.

Values from the calculation:
SMILES	CCOC(=O)C1=C(C)NC(C)=C(C(=O)OCC)C1c1sccc1C
frontier orbital gap	8.6619	eV
calculated total energy	-1453.6330	Ha
lowest unoccupied orbital energy	0.022	Ha

The geometry in ORCA input format:
```
! wB97M-V def2-TZVPD RIJCOSX def2/J DEFGRID3
* xyz 0 1
C -1.38777 -3.46329 3.58405
C -2.01410 -2.17700 3.06308
O -1.15261 -1.51181 2.14722
C -0.21209 -0.70367 2.66112
O -0.08592 -0.53156 3.85705
C 0.58908 -0.08307 1.60106
C 1.63383 0.73693 1.84918
C 2.14402 1.15316 3.19008
N 2.35932 1.26301 0.80416
C 2.19035 0.90789 -0.51194
C 3.21366 1.46824 -1.44735
C 1.16740 0.09294 -0.85098
C 0.89980 -0.42771 -2.19158
O 0.06600 -1.27391 -2.42806
O 1.66381 0.10909 -3.16689
C 1.40791 -0.37738 -4.48286
C 2.27791 0.39528 -5.45680
C 0.15090 -0.37079 0.17806
C -1.17853 0.27700 -0.10252
S -2.51585 -0.72163 -0.54885
C -3.54393 0.64535 -0.68822
C -2.88821 1.79913 -0.40914
C -1.52518 1.59976 -0.07087
C -0.61383 2.73335 0.27865
H -2.09428 -3.97950 4.22777
H -1.12136 -4.11238 2.75338
H -0.49193 -3.23295 4.15569
H -2.92251 -2.38390 2.49310
H -2.23859 -1.50192 3.89602
H 2.13999 2.24037 3.26763
H 3.16835 0.80482 3.32269
H 1.52320 0.73727 3.97543
H 3.14255 1.85395 1.04021
H 2.73967 2.10091 -2.19413
H 3.95432 2.05389 -0.90543
H 3.71834 0.66735 -1.98195
H 1.62984 -1.45043 -4.51483
H 0.34316 -0.24846 -4.70835
H 2.09880 0.03920 -6.46703
H 3.32830 0.25851 -5.21331
H 2.04485 1.45570 -5.40813
H 0.00539 -1.45049 0.05228
H -4.56994 0.51554 -0.97016
H -3.35023 2.77081 -0.43951
H -1.15093 3.67561 0.20155
H 0.24221 2.76412 -0.39426
H -0.24163 2.62750 1.29699
*
```

---

# 6
This record from the Open Molecules 2025 dataset describes C3H6OS as an isolated structure at a distorted geometry. The level of theory is the ωB97M-V functional and the def2-TZVPD basis.

Values from the calculation:
frontier orbital gap	8.2397	eV
calculated total energy	-591.1517	Ha
lowest unoccupied orbital energy	-0.015	Ha

The geometry in ORCA input format:
```
! wB97M-V def2-TZVPD RIJCOSX def2/J DEFGRID3
* xyz 0 1
C 0.46102 1.43433 -0.01676
C -0.18716 0.10782 -0.12664
C 0.84339 -1.11757 -0.05139
H 1.22985 1.58510 0.72148
H 0.87552 1.56306 -1.02784
H -0.30226 2.06525 0.03652
H 0.69885 -1.93152 1.03890
H 0.51965 -2.01057 -0.99829
H 2.23697 0.31507 0.98027
O 2.07369 -0.21292 -0.04753
S -1.78447 -0.15191 0.04987
*
```

---

- Number 1 is which compound?
  C4H6N2

---

- calculated total energy of number 6 (C3H6OS)?
  -591.1517 Ha